w) Entry from the OMol25 dataset: a 4-piece molecular cluster, C4H14O4 overall (ωB97M-V with the def2-TZVPD basis set).

The geometry in ORCA input format:
```
! RIJCOSX wB97M-V def2-TZVPD def2/J DEFGRID3
* xyz 0 1
C -0.239 -0.973 3.657
C 0.346 -0.141 2.515
C 1.341 0.882 3.053
C -0.864 0.622 1.909
O -1.204 1.715 2.269
H 0.310 -1.924 3.719
H -1.219 -1.403 3.413
H -0.166 -0.438 4.597
H 0.898 -0.769 1.819
H 1.925 0.613 3.939
H 0.844 1.820 3.281
H 2.190 0.973 2.362
H -1.595 -0.048 1.403
O 2.443 -1.928 -3.463
H 1.590 -1.519 -3.625
H 2.309 -2.790 -3.055
O -0.532 -1.589 -4.181
H -0.758 -1.830 -5.065
H -0.625 -0.643 -4.100
O -1.425 2.086 -3.169
H -2.050 1.441 -2.817
H -1.811 2.209 -4.053
*
```

Molar mass = 126.15 g/mol
Gap between HOMO and LUMO = 10.0 eV
LUMO energy = 0.2 eV
SMILES = CC(C)C=O.O.O.O
HOMO level = -9.761 eV

x) Entry from the OMol25 dataset: a 4-piece molecular cluster, C4H14O4 overall (ωB97M-V with the def2-TZVPD basis set).

The geometry in ORCA input format:
```
! RIJCOSX wB97M-V def2-TZVPD def2/J DEFGRID3
* xyz 0 1
C 2.346 -3.346 -1.141
C 1.103 -2.549 -1.261
C 0.109 -2.413 -0.403
C -0.908 -1.315 -0.345
O -0.314 -0.197 -1.050
H 2.294 -4.016 -1.992
H 3.320 -2.830 -1.586
H 2.691 -3.757 -0.173
H 1.228 -1.719 -1.987
H 0.049 -3.077 0.482
H -1.047 -0.986 0.722
H -1.890 -1.610 -0.847
H -0.845 0.002 -1.826
O 1.373 1.993 -0.167
H 0.743 1.254 -0.105
H 1.262 2.506 -0.978
O -0.581 3.645 1.889
H -0.907 4.528 1.665
H -0.107 3.237 1.152
O -2.699 2.121 1.786
H -2.941 2.045 2.711
H -1.760 2.438 1.757
*
```

Molar mass = 126.15 g/mol
Gap between HOMO and LUMO = 9.8 eV
LUMO energy = 0.5 eV
SMILES = C/C=C/CO.O.O.O
HOMO level = -9.285 eV

Quick one: least stable of them? x)

w) Entry from the OMol25 dataset: a 2-piece molecular cluster, C2H8N4 overall (ωB97M-V with the def2-TZVPD basis set).

The geometry in ORCA input format:
```
! RIJCOSX wB97M-V def2-TZVPD def2/J DEFGRID3
* xyz 0 1
C -1.473 -0.129 0.452
C -1.856 -0.212 -1.073
N -0.576 -0.611 -1.518
N 0.330 -0.779 -0.561
N -0.085 -0.437 0.522
H -1.816 0.822 0.939
H -1.874 -0.933 1.043
H -2.556 -1.062 -1.231
H -2.317 0.628 -1.661
H -0.321 -0.787 -2.510
N 3.137 1.001 1.608
H 2.323 1.298 1.182
H 3.075 0.075 1.797
H 4.008 1.126 1.013
*
```

Molar mass = 88.11 g/mol
Gap between HOMO and LUMO = 9.9 eV
LUMO energy = 0.9 eV
SMILES = C1CNN=N1.N
HOMO level = -8.952 eV

x) Entry from the OMol25 dataset: one molecule with the formula C2H8N4 (ωB97M-V with the def2-TZVPD basis set).

The geometry in ORCA input format:
```
! RIJCOSX wB97M-V def2-TZVPD def2/J DEFGRID3
* xyz 0 1
H -0.478 -1.410 1.710
N -0.839 -0.406 1.705
C -0.555 0.156 0.543
N -0.785 1.591 0.764
N 0.072 -0.107 -0.681
C 0.426 -1.439 -0.664
N 1.143 0.793 -0.974
H -1.442 1.968 -0.006
H -1.115 1.685 1.678
H 1.529 -1.642 -0.253
H -0.335 -2.037 -0.326
H 0.469 -1.874 -1.884
H 1.304 1.382 0.009
H 0.605 1.339 -1.623
*
```

Molar mass = 88.11 g/mol
Gap between HOMO and LUMO = 10.2 eV
LUMO energy = 0.9 eV
SMILES = [H]/N=C(/N)N(C)N
HOMO level = -9.258 eV

Quick one: least stable of them? x)

w) Entry from the OMol25 dataset: a 2-piece molecular cluster, C11H12NO2 overall (ωB97M-V with the def2-TZVPD basis set).

The geometry in ORCA input format:
```
! RIJCOSX wB97M-V def2-TZVPD def2/J DEFGRID3
* xyz -1 1
C -1.748 -1.050 -2.780
C -0.872 -0.809 -0.376
C 0.897 0.524 -0.672
C -0.935 -0.428 -1.676
C 0.187 0.428 -1.905
C 1.958 1.389 -0.520
C 2.503 2.023 -1.620
C 0.763 1.057 -3.033
C 1.885 1.842 -2.867
N 0.181 -0.208 0.261
H 0.548 -0.481 1.177
H -1.453 -1.516 0.188
H 2.457 1.557 0.433
H -2.167 -0.267 -3.418
H -2.582 -1.560 -2.301
H 3.348 2.694 -1.556
H 0.297 0.962 -4.007
H 2.185 2.432 -3.728
H -1.100 -1.707 -3.358
C -0.405 -0.147 4.383
C -1.044 -1.140 3.404
O -0.364 -1.605 2.439
O -2.301 -1.216 3.472
H -1.281 0.336 4.810
H 0.244 0.534 3.823
H 0.274 -0.505 5.160
*
```

Molar mass = 190.22 g/mol
Gap between HOMO and LUMO = 7.8 eV
LUMO energy = 3.3 eV
HOMO level = -4.472 eV

x) Entry from the OMol25 dataset: a 2-piece molecular cluster, C11H12NO2 overall (ωB97M-V with the def2-TZVPD basis set).

The geometry in ORCA input format:
```
! RIJCOSX wB97M-V def2-TZVPD def2/J DEFGRID3
* xyz -1 1
C 1.134 -3.237 -0.384
C 0.111 0.079 0.925
C 1.133 -0.873 0.757
C 0.493 -2.079 0.303
C -0.831 -1.760 0.173
C 0.371 1.405 1.280
C 1.696 1.752 1.451
C 2.737 0.814 1.377
C 2.449 -0.491 1.041
N -1.094 -0.492 0.612
H -0.402 2.134 1.459
H 1.962 2.792 1.621
H -1.902 0.125 0.289
H 3.748 1.121 1.619
H -1.671 -2.385 -0.083
H 3.204 -1.266 0.956
H 2.020 -3.571 0.157
H 1.498 -3.066 -1.406
H 0.470 -4.101 -0.395
C -2.142 1.730 -2.261
C -2.818 2.091 -0.926
O -3.171 3.264 -0.747
O -3.026 1.105 -0.145
H -1.324 1.037 -2.071
H -1.741 2.629 -2.736
H -2.905 1.245 -2.864
*
```

Molar mass = 190.22 g/mol
Gap between HOMO and LUMO = 7.9 eV
LUMO energy = 3.3 eV
HOMO level = -4.595 eV

y) Entry from the OMol25 dataset: a 2-piece molecular cluster, C11H12NO2 overall (ωB97M-V with the def2-TZVPD basis set).

The geometry in ORCA input format:
```
! RIJCOSX wB97M-V def2-TZVPD def2/J DEFGRID3
* xyz -1 1
C 0.852 3.727 -0.458
C 1.033 1.127 -1.073
C -0.161 0.379 0.630
C 0.754 2.279 -0.347
C 0.061 1.755 0.893
C -0.990 -0.380 1.438
C -1.435 0.181 2.642
C -0.310 2.306 2.088
C -1.014 1.489 2.972
N 0.675 -0.002 -0.348
H 0.947 -1.124 -0.618
H 1.432 1.055 -2.064
H -1.232 -1.515 1.307
H 1.326 4.161 -1.406
H 1.408 4.175 0.367
H -1.710 -0.459 3.442
H -0.090 3.344 2.205
H -1.214 1.916 3.948
H -0.214 4.116 -0.526
C -0.189 -4.318 -1.978
C 0.042 -2.801 -1.791
O 0.882 -2.433 -0.882
O -0.459 -2.126 -2.686
H -1.262 -4.392 -1.859
H 0.306 -4.886 -1.217
H -0.098 -4.516 -3.047
*
```

Molar mass = 190.22 g/mol
Gap between HOMO and LUMO = 7.4 eV
LUMO energy = 3.5 eV
HOMO level = -3.901 eV

Quick one: least stable of them? y)